Below is a cluster of 10 separate species, C40H110N10O10 in total in a non-equilibrium geometry, with properties calculated with ωB97M-V/def2-TZVPD.

- SMILES = COC[C@H](C)N.COC[C@H](C)N.COC[C@H](C)N.COC[C@H](C)N.COC[C@H](C)N.COC[C@H](C)N.COC[C@H](C)N.COC[C@H](C)N.COC[C@H](C)N.COC[C@H](C)N
- gap between HOMO and LUMO (eV) = 9.27
- E_tot (hartree) = -2889.75939
- 2S+1 = 1

Last column: Löwdin charge in e.
CARTESIAN COORDINATES (ANGSTROEM)
C (12.578, 5.287, 22.075)  -0.131
O (13.229, 6.521, 22.086)  -0.166
C (13.856, 6.816, 23.307)  -0.247
C (14.604, 8.120, 23.236)  -0.452
C (15.619, 8.124, 22.144)  -0.067
N (15.253, 8.388, 24.542)  0.029
H (12.048, 5.209, 21.125)  0.087
H (11.723, 5.169, 22.769)  0.075
H (13.270, 4.450, 22.192)  0.086
H (13.109, 6.824, 24.126)  0.120
H (14.568, 6.005, 23.573)  0.131
H (13.905, 8.957, 23.156)  0.143
H (15.183, 7.978, 21.156)  0.080
H (16.362, 7.328, 22.275)  0.087
H (16.167, 9.068, 22.118)  0.081
H (14.529, 8.340, 25.263)  0.067
H (15.890, 7.621, 24.784)  0.071
C (2.882, 6.664, 31.811)  -0.090
O (3.609, 7.823, 31.395)  -0.188
C (4.860, 7.523, 30.826)  -0.226
C (5.528, 8.828, 30.472)  -0.420
C (4.806, 9.649, 29.395)  -0.055
N (6.966, 8.619, 30.121)  0.034
H (2.608, 6.036, 30.950)  0.089
H (1.992, 6.984, 32.346)  0.085
H (3.479, 6.050, 32.510)  0.088
H (5.486, 6.979, 31.547)  0.127
H (4.748, 6.959, 29.882)  0.123
H (5.486, 9.507, 31.342)  0.138
H (3.741, 9.674, 29.648)  0.081
H (4.833, 9.146, 28.415)  0.072
H (5.206, 10.656, 29.333)  0.071
H (7.350, 7.888, 30.738)  0.076
H (7.482, 9.410, 30.526)  0.081
C (12.916, 3.666, 25.221)  -0.104
O (12.260, 3.690, 26.461)  -0.168
C (12.876, 4.609, 27.311)  -0.263
C (12.175, 4.654, 28.592)  -0.456
C (10.698, 5.040, 28.421)  -0.059
N (12.850, 5.644, 29.458)  0.026
H (12.263, 3.158, 24.513)  0.083
H (13.882, 3.149, 25.300)  0.100
H (13.088, 4.670, 24.815)  0.051
H (13.885, 4.211, 27.502)  0.135
H (12.906, 5.609, 26.866)  0.133
H (12.167, 3.671, 29.095)  0.142
H (10.037, 4.198, 28.234)  0.073
H (10.678, 5.757, 27.588)  0.080
H (10.280, 5.585, 29.271)  0.071
H (12.475, 5.593, 30.408)  0.072
H (13.821, 5.356, 29.644)  0.075
C (4.576, 10.306, 25.104)  -0.088
O (5.841, 10.618, 24.602)  -0.202
C (6.854, 10.178, 25.428)  -0.221
C (7.025, 11.067, 26.639)  -0.437
C (7.566, 12.441, 26.312)  -0.054
N (7.829, 10.396, 27.697)  0.048
H (4.464, 9.219, 25.270)  0.091
H (3.838, 10.553, 24.347)  0.097
H (4.381, 10.798, 26.059)  0.079
H (6.754, 9.121, 25.701)  0.115
H (7.781, 10.254, 24.846)  0.135
H (6.011, 11.214, 27.078)  0.106
H (7.292, 13.214, 27.024)  0.074
H (7.180, 12.720, 25.323)  0.082
H (8.653, 12.412, 26.187)  0.082
H (7.373, 9.534, 27.984)  0.004
H (7.941, 10.957, 28.527)  0.059
C (9.396, 8.216, 22.502)  -0.116
O (8.071, 8.627, 22.359)  -0.207
C (7.747, 9.041, 21.066)  -0.233
C (6.315, 9.443, 20.945)  -0.439
C (5.770, 9.378, 19.526)  -0.061
N (5.963, 10.700, 21.654)  0.056
H (10.102, 9.026, 22.267)  0.097
H (9.589, 7.320, 21.901)  0.090
H (9.564, 8.029, 23.565)  0.081
H (8.435, 9.781, 20.610)  0.139
H (7.925, 8.170, 20.391)  0.119
H (5.690, 8.708, 21.487)  0.144
H (4.769, 9.814, 19.537)  0.077
H (5.766, 8.384, 19.096)  0.054
H (6.310, 10.062, 18.845)  0.082
H (6.708, 11.364, 21.415)  0.075
H (6.018, 10.516, 22.663)  0.038
C (4.139, 5.730, 16.940)  -0.123
O (4.893, 5.658, 18.101)  -0.199
C (6.148, 5.080, 17.856)  -0.235
C (7.015, 5.301, 19.080)  -0.438
C (8.443, 4.845, 18.816)  -0.066
N (6.422, 4.656, 20.297)  0.056
H (4.341, 4.850, 16.317)  0.088
H (4.366, 6.646, 16.394)  0.090
H (3.088, 5.681, 17.211)  0.089
H (5.948, 3.997, 17.741)  0.138
H (6.646, 5.456, 16.955)  0.132
H (7.043, 6.406, 19.183)  0.108
H (8.999, 4.560, 19.699)  0.056
H (8.988, 5.641, 18.296)  0.077
H (8.402, 3.983, 18.135)  0.075
H (5.417, 4.861, 20.148)  0.067
H (6.624, 5.219, 21.143)  0.019
C (11.285, 1.689, 21.531)  -0.084
O (12.378, 2.405, 20.964)  -0.208
C (12.755, 1.917, 19.726)  -0.254
C (13.949, 2.719, 19.224)  -0.417
C (14.044, 2.508, 17.710)  -0.074
N (15.256, 2.311, 19.857)  0.029
H (10.892, 2.286, 22.356)  0.075
H (11.660, 0.739, 21.938)  0.084
H (10.450, 1.487, 20.849)  0.094
H (13.074, 0.862, 19.791)  0.134
H (11.922, 2.015, 19.017)  0.127
H (13.740, 3.776, 19.419)  0.133
H (14.123, 1.428, 17.522)  0.080
H (14.913, 2.977, 17.267)  0.074
H (13.111, 2.836, 17.244)  0.077
H (14.998, 2.110, 20.849)  0.072
H (15.467, 1.346, 19.563)  0.065
C (3.517, 5.922, 26.509)  -0.119
O (2.744, 5.178, 25.588)  -0.177
C (3.611, 4.293, 24.889)  -0.224
C (3.029, 3.919, 23.566)  -0.438
C (1.712, 3.177, 23.678)  -0.072
N (4.023, 3.173, 22.731)  0.050
H (4.232, 6.525, 25.943)  0.068
H (3.985, 5.229, 27.224)  0.092
H (2.871, 6.600, 27.073)  0.088
H (4.562, 4.813, 24.714)  0.089
H (3.735, 3.410, 25.535)  0.140
H (2.780, 4.826, 22.999)  0.142
H (1.685, 2.363, 24.413)  0.077
H (1.459, 2.715, 22.717)  0.074
H (0.877, 3.848, 23.891)  0.075
H (4.832, 3.808, 22.675)  0.044
H (4.381, 2.413, 23.332)  0.025
C (9.520, -1.458, 21.986)  -0.110
O (9.058, -0.353, 22.733)  -0.192
C (7.700, -0.450, 23.008)  -0.232
C (7.179, 0.843, 23.632)  -0.447
C (7.815, 1.134, 24.981)  -0.058
N (5.748, 0.855, 23.756)  0.034
H (9.302, -2.412, 22.496)  0.093
H (10.601, -1.387, 21.877)  0.075
H (9.067, -1.507, 20.982)  0.095
H (7.145, -0.630, 22.076)  0.129
H (7.500, -1.253, 23.743)  0.136
H (7.517, 1.660, 22.973)  0.133
H (8.891, 0.962, 25.000)  0.080
H (7.427, 0.405, 25.720)  0.086
H (7.575, 2.119, 25.369)  0.062
H (5.471, 0.285, 24.563)  0.089
H (5.263, 0.386, 22.987)  0.092
C (6.921, 6.645, 27.324)  -0.102
O (6.646, 6.136, 26.044)  -0.215
C (7.829, 5.706, 25.395)  -0.202
C (7.402, 4.928, 24.154)  -0.374
C (8.624, 4.326, 23.484)  -0.063
N (6.753, 5.859, 23.126)  0.066
H (6.021, 6.701, 27.920)  0.062
H (7.440, 7.603, 27.249)  0.066
H (7.635, 5.965, 27.816)  0.087
H (8.504, 6.561, 25.225)  0.128
H (8.372, 5.016, 26.071)  0.123
H (6.646, 4.225, 24.507)  0.117
H (8.356, 3.935, 22.500)  0.069
H (9.040, 3.480, 24.053)  0.066
H (9.464, 5.018, 23.390)  0.061
H (5.942, 6.234, 23.655)  0.074
H (7.344, 6.707, 23.165)  0.055



Below is a cluster of 10 separate species, C40H110N10O10 in total in a non-equilibrium geometry, with properties calculated with ωB97M-V/def2-TZVPD.

- gap between HOMO and LUMO (spin up / spin down) (eV) = 8.18 / 2.42
- E_tot (hartree) = -2889.25510
- total charge = +1
- 2S+1 = 2

Last column: Löwdin spin population.
CARTESIAN COORDINATES (ANGSTROEM)
C (-6.418, 3.538, 2.700)  0.000
C (-6.300, 3.477, 4.237)  0.000
C (-7.640, 3.505, 5.077)  0.000
O (-7.401, 3.374, 6.450)  0.000
C (-8.638, 3.597, 7.103)  0.000
N (-5.633, 2.251, 4.539)  0.000
H (-7.411, 3.298, 2.318)  0.000
H (-5.625, 2.972, 2.210)  0.000
H (-6.149, 4.548, 2.390)  0.000
H (-5.645, 4.274, 4.588)  0.000
H (-8.334, 2.721, 4.774)  0.000
H (-8.146, 4.447, 4.862)  0.000
H (-9.472, 2.938, 6.862)  0.000
H (-9.065, 4.520, 6.712)  0.000
H (-8.436, 3.778, 8.159)  0.000
H (-6.192, 1.471, 4.226)  0.000
H (-5.700, 2.251, 5.547)  0.000
C (-6.898, 8.730, 6.492)  0.004
C (-5.727, 9.120, 5.708)  0.003
C (-5.182, 7.940, 4.803)  0.002
O (-5.208, 6.591, 5.327)  0.002
C (-4.213, 6.338, 6.291)  0.000
N (-6.170, 10.180, 4.749)  0.059
H (-6.773, 7.917, 7.207)  0.001
H (-7.789, 8.402, 5.956)  0.000
H (-7.104, 9.513, 7.223)  0.000
H (-5.010, 9.510, 6.430)  0.000
H (-4.130, 8.071, 4.546)  0.001
H (-5.834, 7.847, 3.935)  0.000
H (-4.532, 6.610, 7.297)  0.000
H (-3.246, 6.802, 6.092)  0.000
H (-4.195, 5.250, 6.356)  0.000
H (-6.934, 9.840, 4.182)  0.001
H (-6.529, 10.860, 5.404)  0.001
C (-2.985, 3.925, -2.584)  0.000
C (-3.166, 2.996, -3.843)  0.000
C (-2.113, 1.784, -3.924)  0.000
O (-2.279, 0.946, -5.154)  0.000
C (-1.410, -0.169, -5.216)  0.000
N (-4.473, 2.424, -3.511)  0.000
H (-3.251, 3.464, -1.633)  0.000
H (-3.744, 4.706, -2.621)  0.000
H (-1.969, 4.311, -2.502)  0.000
H (-3.201, 3.656, -4.710)  0.000
H (-2.201, 1.068, -3.106)  0.000
H (-1.145, 2.283, -3.965)  0.000
H (-0.402, 0.059, -4.871)  0.000
H (-1.357, -0.553, -6.235)  0.000
H (-1.795, -1.048, -4.700)  0.000
H (-4.204, 1.898, -2.691)  0.000
H (-4.855, 1.698, -4.101)  0.000
C (-7.879, 10.966, -1.975)  0.000
C (-9.008, 10.839, -2.978)  0.000
C (-10.419, 11.152, -2.505)  0.000
O (-10.735, 10.409, -1.327)  0.000
C (-11.879, 10.859, -0.524)  0.000
N (-8.591, 11.432, -4.239)  0.000
H (-8.172, 10.312, -1.155)  0.000
H (-7.752, 11.956, -1.538)  0.000
H (-6.912, 10.571, -2.285)  0.000
H (-9.012, 9.764, -3.157)  0.000
H (-11.194, 11.100, -3.270)  0.000
H (-10.426, 12.203, -2.216)  0.000
H (-11.872, 11.923, -0.289)  0.000
H (-11.844, 10.267, 0.390)  0.000
H (-12.868, 10.584, -0.890)  0.000
H (-9.157, 11.094, -5.004)  0.000
H (-8.639, 12.441, -4.246)  0.000
C (-2.222, 12.865, 2.518)  0.012
C (-3.016, 11.737, 2.008)  0.154
C (-2.973, 10.420, 2.822)  0.169
O (-1.704, 10.208, 3.316)  0.261
C (-1.488, 8.781, 3.308)  0.014
N (-4.418, 12.168, 1.843)  0.193
H (-2.444, 13.222, 3.524)  0.006
H (-2.555, 13.780, 2.026)  0.003
H (-1.138, 12.764, 2.468)  0.001
H (-2.585, 11.339, 1.089)  0.036
H (-3.663, 9.651, 2.476)  0.001
H (-3.443, 10.909, 3.675)  0.047
H (-2.023, 8.255, 4.099)  0.008
H (-0.419, 8.598, 3.411)  -0.001
H (-1.724, 8.328, 2.345)  0.005
H (-4.945, 11.352, 1.567)  0.005
H (-4.830, 12.379, 2.741)  0.011
C (-2.309, 7.742, -2.988)  0.000
C (-3.536, 8.090, -2.203)  0.000
C (-3.383, 7.854, -0.678)  0.000
O (-4.587, 8.162, 0.026)  0.000
C (-5.147, 7.128, 0.787)  0.000
N (-3.768, 9.488, -2.565)  0.000
H (-1.737, 6.952, -2.502)  0.000
H (-1.586, 8.552, -3.079)  0.000
H (-2.570, 7.429, -3.999)  0.000
H (-4.476, 7.674, -2.564)  0.000
H (-2.559, 8.383, -0.200)  0.000
H (-3.210, 6.792, -0.505)  0.000
H (-4.594, 7.027, 1.722)  0.000
H (-5.272, 6.158, 0.306)  0.000
H (-6.094, 7.502, 1.174)  0.000
H (-4.476, 9.883, -1.962)  0.000
H (-4.222, 9.331, -3.454)  0.000
C (-8.427, 6.354, 2.926)  0.000
C (-9.504, 7.117, 2.082)  0.000
C (-9.137, 8.540, 1.618)  0.000
O (-8.877, 9.363, 2.760)  0.000
C (-8.543, 10.667, 2.426)  0.000
N (-9.995, 6.333, 1.069)  0.000
H (-8.233, 6.729, 3.931)  0.000
H (-7.517, 6.280, 2.330)  0.000
H (-8.938, 5.399, 3.045)  0.000
H (-10.378, 7.184, 2.729)  0.000
H (-9.950, 9.025, 1.078)  0.000
H (-8.234, 8.471, 1.011)  0.000
H (-9.391, 11.154, 1.946)  0.000
H (-7.767, 10.793, 1.671)  0.000
H (-8.255, 11.329, 3.243)  0.000
H (-10.084, 5.404, 1.453)  0.000
H (-9.231, 6.273, 0.410)  0.000
C (3.367, 12.980, -8.447)  0.000
C (3.022, 11.523, -8.094)  0.000
C (2.325, 11.372, -6.731)  0.000
O (1.550, 10.239, -6.499)  0.000
C (1.169, 10.215, -5.152)  0.000
N (2.210, 11.032, -9.210)  0.000
H (3.843, 12.931, -9.426)  0.000
H (4.004, 13.493, -7.727)  0.000
H (2.540, 13.690, -8.464)  0.000
H (3.866, 10.833, -8.093)  0.000
H (1.723, 12.272, -6.604)  0.000
H (3.154, 11.395, -6.023)  0.000
H (1.974, 10.243, -4.417)  0.000
H (0.521, 9.388, -4.861)  0.000
H (0.725, 11.175, -4.885)  0.000
H (1.541, 11.720, -9.524)  0.000
H (1.642, 10.300, -8.807)  0.000
C (-12.543, 7.713, -2.412)  0.000
C (-11.647, 6.503, -2.230)  0.000
C (-10.125, 6.948, -2.196)  0.000
O (-9.291, 5.851, -1.701)  0.000
C (-7.837, 6.012, -1.772)  0.000
N (-11.971, 5.813, -1.029)  0.000
H (-12.433, 8.146, -3.406)  0.000
H (-12.520, 8.466, -1.624)  0.000
H (-13.569, 7.347, -2.402)  0.000
H (-11.837, 5.838, -3.073)  0.000
H (-10.060, 7.862, -1.606)  0.000
H (-9.745, 7.179, -3.191)  0.000
H (-7.433, 5.623, -2.707)  0.000
H (-7.383, 5.596, -0.872)  0.000
H (-7.617, 7.075, -1.669)  0.000
H (-11.509, 4.919, -1.119)  0.000
H (-11.402, 6.222, -0.301)  0.000
C (-2.596, 9.620, -6.545)  0.000
C (-3.135, 8.221, -6.794)  0.000
C (-4.626, 8.086, -6.455)  0.000
O (-5.072, 8.145, -5.074)  0.000
C (-6.457, 8.535, -5.069)  0.000
N (-2.948, 7.934, -8.218)  0.000
H (-3.024, 10.320, -7.263)  0.000
H (-1.530, 9.798, -6.690)  0.000
H (-2.692, 9.902, -5.497)  0.000
H (-2.554, 7.542, -6.170)  0.000
H (-4.970, 7.106, -6.786)  0.000
H (-5.095, 8.793, -7.140)  0.000
H (-7.140, 8.395, -5.906)  0.000
H (-6.463, 9.601, -4.841)  0.000
H (-7.005, 8.025, -4.276)  0.000
H (-3.763, 7.348, -8.324)  0.000
H (-2.198, 7.258, -8.210)  0.000



Number 2 is which compound?
C40H110N10O10



E_tot of number 2 (C40H110N10O10)?
-2889.25510 hartree